The following is a quantum chemistry calculation of a molecular structure, C54H45IKN3O2S3, from the OMol25 dataset.

Structure (XYZ):
```
109
Properties=species:S:1:pos:R:3
K 0.20741 1.97984 -0.04199
C 2.29891 -0.74680 6.61919
C 1.27971 0.25373 6.05686
C 0.58656 0.99151 7.21091
C 0.22615 -0.53551 5.28068
C 1.97681 1.28608 5.17163
C 3.11533 1.96223 5.65980
C 3.75386 2.95871 4.95414
C 3.24378 3.30546 3.70522
S 3.72982 4.54792 2.59550
C 2.41306 4.08107 1.54998
N 1.70231 3.09136 1.96328
C 2.12628 2.64002 3.19748
C 1.48638 1.63656 3.92833
C 2.04726 4.79660 0.31369
C 2.99182 5.21882 -0.61458
C 2.57888 5.84303 -1.78379
C 1.22721 6.04485 -2.02181
C 0.28372 5.63421 -1.08749
C 0.68349 5.01573 0.08740
H 1.78454 -1.49392 7.22707
H 3.04565 -0.26778 7.25165
H 2.82158 -1.26402 5.81149
H 0.08948 0.27694 7.87110
H -0.16912 1.67920 6.82697
H 1.30430 1.56272 7.80304
H -0.23907 -1.26768 5.94433
H 0.68351 -1.07305 4.44543
H -0.56506 0.10590 4.88894
H 3.49351 1.71684 6.64332
H 4.61033 3.46842 5.37519
H 0.58419 1.20534 3.50993
H 4.04504 5.04519 -0.42918
H 3.31348 6.16809 -2.50912
H 0.90564 6.53814 -2.92994
H -0.76870 5.81336 -1.26896
C 0.11399 4.87079 -5.66985
C -0.40849 3.79564 -4.75735
C -1.74732 3.76237 -4.38511
C -2.23331 2.77555 -3.53712
C -1.36735 1.80480 -3.06344
C -0.02068 1.81962 -3.41160
C 0.44593 2.81376 -4.25569
S -2.04456 0.60395 -1.90880
O -3.52051 0.72387 -2.00754
C -1.60845 -0.90680 -2.77819
C -1.71256 -0.96905 -4.18693
C -1.58067 -2.16279 -4.82363
C -1.36677 -3.35482 -4.08617
C -1.25847 -4.60817 -4.73452
C -1.07058 -5.75208 -4.01415
C -0.97854 -5.69336 -2.60774
C -1.07586 -4.49760 -1.95601
C -1.27030 -3.29307 -2.67675
C -1.37664 -2.02463 -2.02152
C -1.35588 -1.99875 -0.52341
C -2.58566 -2.24005 0.15940
C -3.81406 -2.37499 -0.54105
C -4.97868 -2.58277 0.13556
C -4.98774 -2.66932 1.54561
C -3.82626 -2.54783 2.24727
C -2.59767 -2.33441 1.57450
C -1.39124 -2.18449 2.29359
C -0.23017 -1.91875 1.63474
C -0.21302 -1.82906 0.22537
S 1.39357 -1.36585 -0.41325
O 1.21015 -0.18498 -1.32378
C 1.78354 -2.75613 -1.46026
C 2.14116 -3.95644 -0.86687
C 2.47278 -5.03323 -1.67228
C 2.46084 -4.91837 -3.06017
C 2.77406 -6.09757 -3.93723
C 2.12919 -3.69007 -3.62634
C 1.79488 -2.60352 -2.83514
H -0.67837 5.27483 -6.29887
H 0.90474 4.48961 -6.31580
H 0.53366 5.69776 -5.09334
H -2.42654 4.51452 -4.76918
H -3.27596 2.73479 -3.24866
H 0.64744 1.05039 -3.04323
H 1.49147 2.82133 -4.54149
H -1.91011 -0.06307 -4.74460
H -1.66022 -2.22176 -5.90262
H -1.33553 -4.64183 -5.81483
H -0.99952 -6.70772 -4.51804
H -0.82984 -6.60417 -2.04190
H -1.00226 -4.46227 -0.87667
H -3.82697 -2.27876 -1.61802
H -5.90897 -2.66384 -0.41073
H -5.92393 -2.81971 2.06685
H -3.82310 -2.59362 3.32936
H -1.41037 -2.23534 3.37558
H 0.69025 -1.75091 2.18066
H 2.15310 -4.05311 0.21311
H 2.74367 -5.97842 -1.21747
H 3.20883 -6.91546 -3.36436
H 3.47087 -5.82598 -4.73071
H 1.86212 -6.46528 -4.41345
H 2.12225 -3.58507 -4.70516
H 1.52556 -1.64820 -3.26856
I -3.35039 1.47961 5.70124
C -2.43369 2.03103 3.93204
C -1.91803 3.27590 3.57300
N -1.41973 3.21287 2.33687
N -1.59682 1.94982 1.86947
C -2.21063 1.23058 2.81958
H -1.89178 4.19109 4.14494
H -0.03560 4.72178 0.85343
H -2.48230 0.19813 2.66177
```

Values from the calculation:
**HOMO**: -7.0 eV
**Net charge**: 0
**Frontier orbital gap**: 6.769 eV
**Spin multiplicity**: 1
**LUMO energy**: -0.20 eV
**Relative energy (zero: lowest compared OMol25 entry of this formula, charge and spin)**: 0.0 kcal per mole
**Calculated total energy**: -122227.124 eV